270
Properties=species:S:1:pos:R:3:forces:R:3:lowdin_charge:R:1 method="wB97M-V/def2-TZVPD" orbital_gap_ev=7.9 spin_multiplicity=1 e_homo_ev=-7.56 lumo_energy_ev=0.4
H 9.7735 5.9638 2.5151 0.1 0.1 0.2 0.072
H 4.4353 2.7563 4.4136 -0.1 -0.3 0.5 0.098
N 0.8486 -0.3225 0.8828 2.9 -2.5 0.2 -0.111
H -2.2006 2.4752 0.5951 0.6 0.8 -0.1 0.091
C 2.1954 5.3589 -1.0296 0.8 2.7 -1.6 -0.149
H -2.8254 3.4565 3.9681 0.1 0.1 0.0 0.083
H 0.1019 -0.7399 -1.8230 0.4 -0.3 0.5 0.042
N -5.4737 -2.8331 5.3465 -0.5 -2.5 -1.1 -0.097
H 0.1899 1.7307 4.6114 0.0 0.1 0.1 0.080
H -6.0426 -3.9766 -0.6048 0.5 -0.5 -0.3 0.086
C -0.8394 1.7507 -3.9025 -0.7 0.0 0.9 -0.141
H 0.4125 6.7139 -0.7944 0.5 0.2 -0.1 0.094
H 3.2495 1.7982 -7.0566 0.6 0.3 -0.3 0.087
H 3.1199 0.0870 -7.0489 0.2 -0.3 0.0 0.074
H -2.3827 2.1322 2.8837 -0.1 -0.2 0.2 0.064
H -9.0618 -0.1528 1.7270 0.4 0.9 0.1 0.107
N -1.4335 -6.3548 -0.7497 1.4 -0.9 0.1 0.016
H 0.3605 -3.0773 1.5343 -0.5 0.1 0.1 0.088
C -4.3295 -2.5860 4.4370 0.5 1.1 0.3 -0.447
H 3.0129 1.0268 -5.5914 0.3 -0.4 0.3 0.048
C 0.8873 -1.2414 -4.6938 -1.2 -0.1 -0.7 -0.118
H 0.2794 1.6101 -5.7926 -0.1 0.3 -0.1 0.093
C 8.2370 -4.5548 1.2680 -1.7 0.8 -1.0 -0.113
O 7.5429 4.4364 2.8425 -0.3 0.7 0.0 0.000
C 0.7765 3.2187 -4.3527 0.0 0.1 -0.3 -0.119
C -8.7108 -4.2017 -0.0337 -0.6 0.2 -1.1 -0.019
C -2.2877 -6.2537 -2.7956 0.1 0.6 0.4 -0.106
H -6.7970 -0.6117 1.7334 0.7 -0.3 -0.2 0.073
H -3.6273 -3.1362 2.4081 0.1 0.1 0.2 0.089
S -4.1009 -0.5579 -5.4402 2.0 0.7 0.0 0.907
C -4.4551 1.0225 -4.4571 0.1 0.4 -0.4 -0.239
C -5.0665 3.2195 2.3046 0.6 0.5 0.2 -0.018
H -4.3983 -1.7995 -0.7711 0.4 0.2 0.0 0.068
C -6.5892 -0.2731 -1.7491 1.0 -0.8 -0.8 -0.031
H 1.6764 -7.2250 1.5855 -0.1 0.0 0.1 0.123
H -1.2404 0.0598 -1.1116 0.1 0.3 0.5 0.066
C 9.7464 3.9170 -0.1355 -0.3 0.0 -1.1 -0.186
C -0.8653 -7.3717 -1.4907 -0.7 -0.6 -0.4 -0.144
H 0.8603 2.7272 0.1747 0.3 -0.2 0.3 0.101
C 2.2995 4.0969 -0.6834 -0.2 -5.2 1.5 -0.151
H -6.7426 -5.1891 3.8817 1.2 0.0 0.2 0.113
H -3.3399 7.6623 0.6194 0.3 0.3 0.1 0.086
H -4.4350 -0.1393 -0.0412 0.0 -0.1 -0.1 0.065
N 0.3290 3.4991 -3.0866 -1.5 -1.6 -0.8 0.058
H -2.4126 -7.4031 2.5885 0.1 0.1 0.0 0.106
H -0.3356 -8.6227 1.6499 -0.4 0.3 0.1 0.148
C -4.3928 -1.1007 3.9872 0.8 0.0 -0.3 -0.027
H 6.3616 1.8332 3.0494 0.1 0.6 0.0 0.058
H 2.6739 -2.3423 -4.1862 0.1 0.1 0.1 0.091
N 8.2072 3.8149 1.7978 1.2 -2.1 -1.9 -0.139
H 7.5273 1.5323 -0.6181 -0.5 -0.9 0.8 0.092
H 1.5222 -1.1803 3.9479 -0.1 0.0 -0.2 0.087
H 1.4544 -2.5948 -1.1302 0.8 -0.1 -0.7 0.097
H 3.6192 -2.0426 -0.1670 0.6 0.1 0.7 0.106
C -6.4060 -1.0767 -0.4221 -0.2 0.6 0.6 -0.408
C -6.7773 -4.1437 3.5751 -0.2 1.2 0.1 -0.128
N -3.3719 5.0809 1.6130 1.2 -1.9 -1.0 -0.101
H 5.7899 2.1666 0.0050 -1.0 0.0 0.5 0.057
C -1.3784 -1.1255 1.3814 -0.2 -0.3 0.0 -0.039
H -4.5249 -0.3755 4.7901 -0.4 -0.4 0.3 0.086
N 0.3856 -1.7482 5.6138 0.7 -2.0 0.7 0.025
C 1.1474 2.2036 4.4505 1.0 1.7 -1.0 -0.114
H -3.6169 1.7194 0.7344 -0.8 0.1 0.5 0.083
H -8.6887 -4.4772 1.0207 0.2 0.4 0.1 0.063
O -6.2603 -3.3290 -1.2793 -0.5 0.1 0.0 -0.014
H -1.9988 -0.2410 1.2368 0.1 0.1 0.0 0.068
H 4.1903 3.6118 -3.2638 -0.1 -0.1 0.3 0.074
C 0.0411 2.1562 -4.8918 2.0 1.1 0.3 -0.103
C 5.4826 -0.4257 -5.4821 -0.7 0.3 0.9 -0.112
H -2.1852 4.6560 -1.0963 0.3 0.5 0.5 0.090
H -0.6588 4.6746 0.5081 0.1 0.1 0.1 0.088
H -1.8778 6.6745 0.3534 0.0 0.2 0.1 0.076
C 2.4241 1.8694 4.9950 -0.1 -0.4 -1.1 -0.112
H -9.9655 -2.7398 -1.9263 -0.1 -0.8 -0.3 0.073
H -2.8008 -5.8612 -3.6610 -0.1 -0.1 0.1 0.079
H 7.4469 5.5503 -0.3359 0.1 0.0 0.0 0.056
H -1.4453 0.8688 -4.0493 -0.3 0.2 0.4 0.070
H 0.6413 3.9436 3.1369 0.2 0.0 -0.1 0.085
H 6.8120 0.8658 -3.5044 0.1 0.4 0.4 0.118
H 8.1254 4.2718 3.5875 -0.1 0.0 0.3 0.103
H 0.6390 4.1869 -2.4152 0.2 0.2 -0.3 0.091
C 8.2326 5.9300 0.3173 1.2 -1.4 0.4 0.006
H 6.6268 3.5921 -2.9928 0.0 -0.3 0.3 0.059
H 3.9793 -0.0964 -3.9643 -0.2 0.5 -0.2 0.080
C -0.9487 -5.6928 2.8572 -1.3 -1.2 -0.8 -0.077
H -3.6658 1.2800 -3.7508 0.2 -0.4 -0.1 0.020
N 5.7218 2.0075 -5.8108 1.7 -2.4 0.6 -0.139
H -4.5449 1.8730 -5.1328 0.5 -0.3 -0.6 0.050
H -3.5049 2.6692 -1.5992 0.3 -0.1 0.1 0.090
C -1.4230 -7.3873 -2.7674 0.5 1.0 1.7 -0.101
H 3.3271 2.3797 -4.1898 0.2 0.0 0.0 0.054
H 9.5351 2.4348 -1.4877 -0.4 -0.1 -0.7 0.112
N -0.3499 -7.6732 1.9939 -1.7 0.0 -0.3 0.011
C 7.1518 1.6278 2.3273 0.2 0.6 -0.4 -0.032
N 0.1372 -1.2138 -5.8703 0.9 0.1 0.3 0.043
C 3.5842 0.9148 -6.5129 -0.9 0.2 0.0 -0.040
H 8.9514 6.4895 -0.2813 -0.1 0.2 -0.1 0.072
H 2.7110 -3.0456 -6.7807 -0.1 -0.1 0.2 0.093
H -3.2335 -1.0038 -3.1872 -0.4 0.1 0.2 0.027
H -2.8428 7.2030 -0.9998 -0.4 -0.3 -0.1 0.098
H -9.0251 0.2435 -0.0016 -0.3 -0.1 0.0 0.104
H 8.9437 -5.0745 0.6380 0.1 0.2 0.3 0.099
C -8.6124 -0.4092 0.7676 -0.2 -0.4 -0.3 -0.168
H 0.6792 -0.5725 -3.8718 -0.2 -0.3 0.0 0.078
H 0.3256 0.9394 2.0176 0.0 1.0 0.3 0.083
H 3.1384 1.4234 1.4813 -0.4 0.2 -0.5 0.072
C -8.4192 -2.7099 -0.4176 -0.5 -0.5 -1.9 -0.480
H -4.0647 -4.5319 3.4141 0.2 0.0 0.1 0.106
C -3.2570 4.7220 -0.9091 0.5 -2.1 -0.1 -0.156
H 6.6703 -4.2847 -0.2538 0.4 -0.2 0.2 0.138
H 6.6342 3.1376 -7.0201 0.2 -0.1 0.1 0.109
C 2.5287 0.2137 -1.0047 0.2 0.1 0.1 -0.017
C -7.6891 -1.9051 4.5082 0.5 0.8 -0.3 -0.035
H 5.2959 3.5180 1.2147 0.0 -0.5 0.1 0.073
C 3.3569 2.6991 4.4013 0.4 1.0 0.4 -0.136
H -2.6891 -2.0970 5.9157 -0.7 -0.1 0.5 0.069
C -5.7890 -3.6122 2.5252 0.7 -1.1 1.4 -0.159
H -8.7109 -3.8479 5.7667 -0.1 0.3 -0.5 0.083
N 2.7152 3.6809 3.6631 -2.0 -1.9 0.2 0.037
H -5.7830 5.0792 0.3748 -0.1 -0.1 0.0 0.070
H 6.4544 -3.1989 3.7250 0.4 0.0 0.1 0.090
H 4.2718 0.1661 1.0987 0.0 -0.2 -0.1 0.082
C 6.7058 3.2867 -4.0361 -0.5 1.0 0.4 -0.042
C 7.4355 2.6991 1.2279 -1.6 -0.7 -0.1 -0.452
C -8.9214 -2.4312 -1.8745 -1.6 -0.2 0.9 -0.025
H 5.2542 -0.4632 -8.1927 0.1 0.1 0.0 0.080
H 1.4955 -4.8625 6.1179 -0.2 0.2 0.5 0.094
C 0.9434 5.7847 -0.6494 -3.2 0.1 2.2 -0.113
C 10.1923 5.1726 1.8932 -1.4 1.2 -0.6 -0.037
H 3.9977 3.8429 -4.9469 0.1 -0.2 -0.3 0.086
H 8.1182 3.5054 -1.5306 -0.1 -0.1 0.4 0.085
H 1.5858 3.7995 -4.7698 -0.1 -0.1 -0.1 0.098
H -4.7787 5.8265 2.4988 -0.7 0.5 0.7 0.071
H 3.2906 0.9828 -0.8784 0.0 0.1 -0.5 0.056
C -9.1571 -1.8472 0.6273 1.6 0.5 -0.5 -0.114
C 5.6397 0.5003 -7.8593 0.1 0.7 1.9 -0.021
C -4.8639 -1.1414 -0.0375 -1.7 -0.6 -0.8 -0.002
C 1.7301 -2.9233 -0.1282 -2.3 1.6 -0.7 -0.159
H -2.9482 -3.8620 5.6144 -0.2 0.1 0.2 0.086
H 2.8665 6.0270 -1.5489 0.3 -0.5 -0.1 0.112
C 9.0719 4.6846 0.9416 -1.7 1.7 2.0 -0.474
C 0.3926 -5.6806 2.4422 1.0 2.4 1.2 -0.143
H -3.4414 -0.7871 3.5577 0.2 -0.2 -0.4 0.063
H 5.2724 -0.9202 -3.2940 0.5 -0.4 -0.3 0.105
C 5.5318 2.3812 -4.3998 0.5 -0.4 -0.8 -0.488
H -5.4119 1.1282 -3.9457 -0.1 -1.1 0.1 0.030
H 6.6675 4.2496 -4.5456 0.2 -0.1 -0.4 0.084
H 2.0563 -3.9565 -0.2469 0.0 0.0 0.5 0.111
O -2.7756 -0.3248 -6.2473 -2.5 -0.3 2.0 -0.595
H 1.1226 -4.8943 2.5658 -0.3 0.1 0.1 0.078
H -7.7613 -1.2665 5.3886 0.2 -0.2 0.4 0.087
C 8.2047 -4.1369 2.5687 -0.7 0.0 0.2 -0.104
C 8.2284 1.9425 0.1088 -0.9 2.3 -1.5 -0.108
H 2.9490 -0.5754 -1.6283 -0.3 0.3 -0.6 0.076
C 1.9244 -2.1027 -4.9258 1.4 0.9 2.4 -0.165
C -3.7442 3.2997 -0.7429 -0.3 0.0 1.5 -0.172
C 2.3035 -0.3713 0.3767 -1.4 -1.8 0.7 -0.424
H -1.2480 -6.1505 0.2219 0.1 0.0 -0.1 0.095
H 6.7247 0.4824 -7.7566 0.1 -0.1 -0.5 0.076
C -7.6298 -3.8722 5.9035 -0.7 -0.9 0.5 -0.057
C 0.7306 -6.8730 1.9700 1.1 -1.6 -0.9 -0.167
C 1.3188 -3.8297 5.8560 -1.6 0.6 0.6 -0.101
H -1.5412 3.6618 2.7464 -0.2 0.2 -0.2 0.058
H 3.0565 4.5383 3.2527 0.3 -0.5 0.0 0.149
H -7.7374 -4.2027 3.0624 -0.5 0.7 0.2 0.096
H -9.1026 -1.3779 -2.0887 0.9 0.2 0.1 0.065
H -8.3189 -2.9405 -2.6266 -0.1 0.2 0.1 0.086
H -5.7823 3.2168 1.4826 0.2 0.2 -0.3 0.061
C 0.3299 4.7471 0.0797 -0.2 1.0 -1.3 -0.143
C 0.7900 -1.9469 -6.7966 1.6 -0.7 -0.7 -0.137
O 0.4929 0.9972 1.0741 -1.2 0.6 0.0 -0.045
C 6.8818 -3.5937 2.8151 1.0 0.1 1.1 -0.117
H 7.6648 2.7867 -4.1724 -0.1 0.1 -0.2 0.090
H 2.8193 -2.1113 1.5206 0.7 -0.3 0.0 0.100
H -3.6556 4.9824 -1.8896 -0.2 1.1 0.3 0.128
H 5.3223 1.3008 -8.5274 0.1 -0.1 0.0 0.074
H 10.9063 5.6436 1.2177 0.6 -0.2 0.5 0.084
H -6.2118 -2.6691 2.1789 0.4 -0.1 -0.3 0.071
H 0.4999 -2.0465 -7.8321 -0.4 0.2 0.2 0.107
C 6.1951 -3.6295 1.6661 -0.3 0.1 -1.2 -0.171
H 7.7789 6.5876 1.0588 0.2 -0.2 0.2 0.072
H -9.0009 -2.4048 1.5507 -0.3 0.4 0.4 0.094
H -1.3203 -1.6272 -1.4232 -0.2 -0.2 -0.1 0.070
C -3.2565 2.7431 0.6338 -0.1 0.1 -1.1 -0.123
H 9.0174 -4.1760 3.2789 -0.1 -0.2 -0.1 0.087
H -5.4412 6.7543 0.6938 -0.2 0.2 0.0 0.084
H 5.3155 1.3708 -2.5459 0.5 0.0 0.4 0.105
H -1.9999 -2.0089 1.2354 -0.3 0.0 0.2 0.075
H 8.1095 1.5146 2.8354 -0.1 -0.5 0.2 0.084
H -0.9463 -1.1318 2.3821 -0.3 -0.1 0.2 0.082
O -3.8386 5.8484 2.6920 -0.2 0.0 -0.9 0.015
C -3.5995 3.6318 1.8851 0.5 -1.1 -0.3 -0.420
C -4.3370 -3.5112 3.1455 -2.2 0.4 0.7 -0.087
H -7.5770 0.0829 -2.0418 0.0 0.2 0.6 0.074
O -5.4295 -2.1623 6.6160 -0.1 0.0 -1.6 -0.014
H 3.0380 -0.0389 2.3648 0.2 -0.2 0.1 0.070
H 10.6109 3.3670 0.2361 -0.1 -0.1 0.2 0.128
H -0.3996 -3.3117 -0.0971 -0.1 -0.4 0.3 0.104
H -5.8125 -4.3801 1.7520 0.3 0.4 -0.6 0.104
H 8.9181 1.1568 0.4169 0.2 0.4 0.3 0.123
H -0.3134 -2.9138 7.2041 0.2 -0.5 0.1 0.098
C -0.6514 -0.8548 -1.0436 -0.8 -0.9 0.2 -0.009
C -0.2292 -1.2625 0.4223 1.9 1.6 -1.7 -0.449
C 8.8274 2.9962 -0.8779 1.6 -1.7 0.9 -0.179
H -1.5144 -4.9779 3.4361 0.1 0.2 -0.3 0.080
H -4.8295 3.3998 -0.7503 -0.3 -0.5 0.2 0.098
C 0.3900 -2.9092 6.3846 -0.2 -0.1 0.2 -0.128
H -2.6865 -4.7146 -1.1764 -0.1 -0.1 -0.1 0.099
C 3.2292 0.3437 1.3622 -0.4 -0.2 0.9 -0.043
C -3.7131 -1.6158 -3.9511 0.6 -0.1 -0.2 -0.246
C 5.0670 -0.1363 -4.0230 -0.2 0.2 -0.2 -0.191
C 1.3718 3.3215 3.6325 -0.3 0.0 0.8 -0.140
H -0.7444 -0.7621 -6.0671 -0.2 0.2 0.4 0.088
H -5.8221 0.4851 -1.9062 -0.3 0.7 0.9 0.055
H -1.1743 2.6449 -1.8443 -0.1 -0.2 -0.1 0.080
C -3.6895 5.6157 0.2777 -0.2 -0.1 -2.0 -0.528
C 1.9753 -2.4677 -6.2410 -2.0 -0.2 -2.1 -0.123
H 5.2250 -3.2259 1.4163 0.0 -0.2 0.1 0.092
C 4.1756 3.0636 -4.2058 0.2 0.4 0.8 -0.024
C 2.7262 -1.9357 0.4489 -0.9 1.2 -0.3 -0.122
C -2.5124 3.2123 2.9529 -1.2 -0.1 -0.2 -0.016
H -8.7265 -2.0736 4.2191 0.1 -0.4 -0.2 0.081
H 6.5396 -0.6873 -5.5321 0.2 0.2 -0.1 0.115
H -10.2180 -1.6920 0.4313 -0.1 -0.8 -0.2 0.126
N 1.1472 3.6804 0.0038 1.0 1.0 -0.6 0.054
H -4.7569 -1.5901 0.9500 0.0 0.1 0.0 0.050
H 6.8172 0.7109 1.8421 0.4 -0.2 -0.1 0.073
C -5.1545 5.9132 0.0626 -1.2 0.0 0.8 -0.033
C 1.2850 -1.9685 4.6471 1.6 0.3 -2.2 -0.178
C -2.9034 6.8550 0.0314 0.7 1.5 0.9 -0.043
C 5.1195 0.7913 -6.3851 -1.1 -0.4 -0.9 -0.454
H -9.7251 -4.3740 -0.3938 -0.3 0.0 0.3 0.080
C 0.3104 -2.7388 0.4994 0.9 0.6 -0.1 -0.110
C -0.7054 2.6061 -2.8165 0.7 0.0 0.0 -0.118
H -1.0961 -8.1091 -3.5013 -0.4 0.3 -0.2 0.089
C -1.4581 -6.9217 2.4350 1.4 -0.6 1.0 -0.115
H -5.4619 6.1476 -0.9566 0.4 0.1 0.0 0.100
H 1.6280 0.6744 -1.4106 0.1 -0.1 -0.3 0.075
C -6.8634 -3.1789 4.7943 -0.1 0.8 1.2 -0.451
H -7.5225 -3.4405 6.8985 0.5 0.0 -0.1 0.081
C 6.0403 3.0747 0.5534 1.7 0.2 -0.2 -0.018
H -5.0521 -2.8423 7.1788 0.0 -0.1 0.2 0.097
H -6.7954 0.7771 0.7036 0.1 0.1 -0.3 0.112
H 2.5913 -3.6567 4.0303 0.0 0.2 0.1 0.089
H -7.4348 -4.9446 5.9029 0.5 0.0 0.4 0.078
H -8.1728 -4.9638 -0.5974 0.5 0.3 -0.1 0.079
N 6.9893 -4.1749 0.6982 0.8 -0.7 0.3 0.000
H -7.2195 -1.2480 3.7762 0.0 -0.2 -0.3 0.049
H 2.9274 3.2369 -0.8639 0.8 0.7 -0.3 0.098
H -0.1797 -8.1140 -1.1095 0.0 0.3 0.4 0.093
C 5.7542 1.1288 -3.5139 -1.4 -0.2 -0.9 -0.123
H -5.1647 -0.9558 3.2313 0.0 0.1 0.1 0.045
H 2.5663 0.9847 5.5979 0.5 0.2 0.0 0.087
H 6.2064 3.7934 -0.2490 0.1 0.2 0.0 0.050
H -2.9900 -2.4110 -4.1321 0.3 0.3 -0.9 0.051
C -7.0854 -0.2731 0.7383 -0.8 -0.9 0.3 -0.126
N -6.9949 -2.4588 -0.4555 1.4 2.0 2.5 -0.131
C 1.8727 -3.2380 4.7193 -0.7 1.9 -0.1 -0.115
H -5.1051 2.2060 2.7039 0.4 -0.1 0.1 0.074
H -0.1839 -0.9206 5.7183 0.2 -0.3 0.1 0.145
H -2.1145 -2.7894 4.5340 -0.2 -0.2 -0.7 0.056
C -2.2342 -5.6280 -1.5336 -0.9 -0.3 -2.0 -0.153
C -2.9810 -2.8578 5.1918 -0.2 0.3 -0.6 -0.046
H 4.9142 -1.3078 -5.7769 0.0 0.0 -0.5 0.105
H -6.2873 -0.8690 -2.6105 -0.2 -0.8 0.0 0.061
H -5.4754 3.8648 3.0820 0.1 0.1 0.1 0.075
H 10.5391 4.3793 2.5554 0.4 -0.1 -0.5 0.089
H 10.0970 4.5957 -0.9131 0.4 0.5 0.4 0.124
H -4.5539 -2.2131 -3.5982 -0.5 0.7 0.1 0.037
O 5.7493 3.0900 -6.6508 -0.9 1.1 -0.8 -0.010